C17H30Br2NO3P as an isolated structure, computed with the ωB97M-V functional and the def2-TZVPD basis.

Element x y z (Å)
C (3.90, 0.79, 2.28)
O (4.11, -0.68, 2.43)
C (3.13, -1.44, 1.63)
C (3.69, -1.99, 0.19)
C (2.69, -3.12, -0.51)
C (1.28, -2.37, -0.97)
C (0.00, -3.38, -1.13)
C (-1.13, -3.27, 0.05)
C (-1.59, -1.71, 0.39)
C (-2.05, -0.90, -0.99)
C (-2.90, 0.47, -0.70)
C (-2.11, 1.63, 0.14)
C (-0.59, 2.22, -0.24)
C (0.25, 1.63, -1.56)
O (-0.71, 1.74, -2.71)
C (-0.06, 1.35, -3.97)
C (0.14, 3.42, 0.66)
N (-0.57, 4.04, 1.86)
C (-1.96, 3.58, 2.26)
C (-2.81, 2.37, 1.46)
P (-4.55, 1.99, 2.14)
O (-5.72, 1.73, 0.83)
Br (-4.56, -0.02, 3.30)
H (4.95, 1.28, 2.56)
H (3.09, 1.21, 3.02)
H (3.65, 1.08, 1.18)
H (2.22, -0.71, 1.44)
H (2.74, -2.36, 2.24)
H (4.79, -2.37, 0.33)
H (3.74, -1.08, -0.58)
H (2.49, -4.03, 0.23)
H (3.19, -3.56, -1.47)
H (1.10, -1.44, -0.29)
H (1.51, -1.94, -2.06)
H (0.44, -4.49, -1.07)
H (-0.49, -3.29, -2.20)
H (-0.81, -3.88, 1.01)
H (-2.10, -3.81, -0.36)
H (-0.72, -1.17, 0.96)
H (-2.54, -1.81, 1.09)
H (-1.15, -0.77, -1.74)
H (-2.80, -1.65, -1.53)
H (-3.37, 0.83, -1.73)
H (-3.83, 0.15, -0.03)
H (0.60, 0.51, -1.38)
H (1.22, 2.28, -1.75)
H (-0.73, 0.51, -4.47)
H (1.06, 1.00, -3.87)
H (-0.11, 2.29, -4.70)
H (1.22, 3.83, 0.35)
H (-0.10, 4.80, 2.41)
H (-2.46, 4.14, 3.18)
H (-6.12, 0.79, 0.92)
Br (1.48, 5.60, 1.48)

Properties
E_HOMO = -8.0 eV
2S+1 = 1
Electronic energy = -175108.1479 eV
LUMO level = -1.7 eV


C17H30BrCaN9O5S as an isolated structure, computed with the ωB97M-V functional and the def2-TZVPD basis.

Element x y z (Å)
Ca (-0.39, -0.35, 0.37)
C (-2.93, -5.50, 0.96)
C (-3.05, -4.08, 1.44)
C (-3.97, -3.69, 2.40)
C (-4.06, -2.36, 2.79)
C (-3.18, -1.47, 2.18)
Br (-3.28, 0.37, 2.62)
N (-2.29, -1.82, 1.29)
C (-2.22, -3.09, 0.91)
H (-3.65, -6.15, 1.46)
H (-1.92, -5.89, 1.15)
H (-3.10, -5.55, -0.12)
H (-4.64, -4.42, 2.84)
H (-4.77, -2.02, 3.52)
H (-1.50, -3.29, 0.13)
C (4.85, -1.56, 1.18)
N (3.91, -2.64, 0.97)
C (3.63, -3.31, 2.22)
C (2.65, -2.15, 0.36)
N (1.54, -2.11, 0.86)
N (3.05, -1.80, -1.03)
C (2.27, -1.04, -1.86)
N (2.53, -1.31, -3.23)
N (1.40, -0.21, -1.46)
H (5.81, -1.95, 1.55)
H (4.47, -0.82, 1.91)
H (5.03, -1.04, 0.24)
H (4.56, -3.73, 2.62)
H (2.91, -4.10, 2.06)
H (3.20, -2.63, 2.97)
H (0.72, -0.89, 2.62)
H (3.47, -2.59, -1.51)
H (3.49, -1.11, -3.48)
H (1.88, -0.82, -3.82)
H (0.95, 0.25, -2.24)
O (-0.95, -0.70, -3.52)
S (-1.70, -1.14, -2.32)
O (-2.98, -1.76, -2.66)
O (-1.94, 0.09, -1.45)
O (-0.87, -2.04, -1.46)
C (-0.57, 4.56, -3.07)
C (-1.44, 3.34, -2.89)
N (-0.82, 2.48, -1.92)
C (-0.38, 2.97, -0.72)
N (-0.11, 2.16, 0.24)
C (0.50, 2.72, 1.43)
C (-0.17, 4.03, 1.80)
C (0.01, 5.00, 0.64)
N (-0.20, 4.35, -0.64)
C (-0.45, 5.27, -1.73)
H (-0.98, 5.25, -3.81)
H (0.42, 4.23, -3.41)
H (-1.55, 2.77, -3.81)
H (-2.46, 3.65, -2.59)
H (-1.19, 1.50, -1.85)
H (1.58, 2.90, 1.26)
H (0.43, 1.97, 2.22)
H (0.25, 4.47, 2.71)
H (-1.23, 3.84, 1.97)
H (1.02, 5.44, 0.67)
H (-0.70, 5.84, 0.72)
H (0.36, 6.01, -1.75)
H (-1.38, 5.82, -1.54)
O (0.09, -0.14, 2.61)

Properties
E_HOMO = -0.8 eV
Total charge = -2
2S+1 = 1
Electronic energy = -141086.0223 eV
LUMO level = 4.5 eV


C17H30Cl5N4O3PRhS2 as an isolated structure, computed with the ωB97M-V functional and the def2-TZVPD basis.

Element x y z (Å)
Rh (0.11, 0.16, 0.42)
Cl (-2.25, 3.34, -0.34)
C (-1.82, 2.87, 1.27)
C (-0.90, 1.85, 1.44)
C (-0.60, 1.49, 2.76)
Cl (0.49, 0.17, 2.90)
C (-1.15, 2.10, 3.88)
Cl (-0.76, 1.60, 5.46)
C (-2.06, 3.16, 3.66)
Cl (-2.77, 3.96, 4.99)
C (-2.40, 3.55, 2.35)
Cl (-3.51, 4.83, 2.11)
N (-4.61, 1.41, -0.70)
C (-3.71, 0.31, -1.09)
P (-3.48, -0.69, 0.50)
O (-4.58, -0.17, 1.38)
O (-2.07, -0.65, 0.98)
C (-4.00, -2.50, 0.23)
N (-5.15, -2.69, 1.14)
H (-5.01, 1.11, 0.23)
H (-5.36, 1.60, -1.37)
H (-4.05, 2.28, -0.54)
H (-2.73, 0.70, -1.39)
H (-4.13, -0.28, -1.90)
H (-3.16, -3.12, 0.53)
H (-4.27, -2.72, -0.80)
H (-5.34, -1.71, 1.51)
H (-4.93, -3.29, 1.95)
H (-5.98, -3.08, 0.68)
O (1.70, 1.54, -0.34)
S (2.01, 3.03, -0.24)
C (2.82, 3.17, 1.41)
C (4.19, 3.76, 1.17)
C (4.70, 3.09, -0.10)
C (3.60, 3.26, -1.13)
H (2.87, 2.15, 1.79)
H (2.19, 3.78, 2.06)
H (4.85, 3.56, 2.02)
H (4.13, 4.83, 1.03)
H (4.89, 2.03, 0.08)
H (5.63, 3.54, -0.45)
H (3.64, 2.57, -1.97)
H (3.56, 4.28, -1.51)
C (1.40, -5.19, -3.43)
C (1.74, -3.76, -3.84)
N (0.84, -2.81, -3.18)
C (1.03, -2.14, -2.05)
S (-0.35, -1.25, -1.48)
N (2.18, -2.18, -1.40)
C (2.53, -1.49, -0.18)
C (3.39, -2.39, 0.70)
H (2.07, -5.87, -3.94)
H (0.38, -5.44, -3.71)
H (1.51, -5.33, -2.36)
H (1.61, -3.64, -4.91)
H (2.78, -3.53, -3.60)
H (-0.09, -2.77, -3.58)
H (2.93, -2.75, -1.79)
H (1.57, -1.21, 0.35)
H (3.06, -0.56, -0.41)
H (2.97, -3.40, 0.75)
H (3.44, -2.00, 1.71)
H (4.40, -2.45, 0.31)

Properties
E_HOMO (alpha / beta) = -16.4 / -16.4 eV
Total charge = +3
2S+1 = 1
Electronic energy = -126773.4004 eV
LUMO level (alpha / beta) = -10.7 / -10.2 eV


C17H30CuNO9 as an isolated structure, computed with the ωB97M-V functional and the def2-TZVPD basis.

Element x y z (Å)
Cu (1.02, 2.24, -0.85)
C (1.99, -1.85, 1.81)
C (0.64, -2.05, 1.06)
C (0.52, -3.56, 0.79)
C (-0.88, -4.18, 0.70)
C (-2.05, -3.21, 0.61)
C (-2.03, -2.05, 1.64)
N (-0.55, -1.59, 1.88)
O (-0.27, -0.71, 2.85)
C (-2.62, -2.51, 2.91)
C (-2.79, -0.88, 0.94)
C (0.59, -1.24, -0.30)
H (2.18, -0.80, 2.03)
H (2.83, -2.16, 1.19)
H (2.06, -2.44, 2.72)
H (1.19, -4.07, 1.49)
H (1.05, -3.87, -0.11)
H (-1.05, -4.84, 1.55)
H (-0.95, -4.83, -0.17)
H (-2.90, -3.88, 0.76)
H (-2.05, -2.80, -0.41)
H (-2.02, -3.32, 3.32)
H (-3.62, -2.93, 2.80)
H (-2.71, -1.83, 3.75)
H (-2.52, -0.59, -0.08)
H (-2.65, 0.02, 1.53)
H (-3.85, -1.09, 1.02)
H (0.31, -0.24, 0.01)
H (-0.17, -1.69, -0.95)
H (1.55, -1.34, -0.80)
C (-1.69, 2.59, 2.38)
C (-0.70, 2.31, 1.26)
O (0.52, 2.52, 1.42)
O (-1.10, 1.91, 0.13)
H (-1.36, 1.93, 3.19)
H (-2.64, 2.21, 2.00)
H (-1.69, 3.64, 2.67)
C (0.25, 6.20, -2.48)
C (0.20, 4.84, -1.79)
O (1.04, 4.50, -0.96)
O (-0.68, 4.02, -2.13)
H (0.71, 6.02, -3.45)
H (0.87, 6.93, -1.96)
H (-0.77, 6.55, -2.65)
C (5.15, 1.11, -0.70)
C (3.64, 1.47, -0.86)
O (3.22, 2.20, -1.78)
O (2.79, 1.05, -0.06)
H (5.39, 0.13, -0.30)
H (5.70, 1.82, -0.08)
H (5.74, 1.03, -1.61)
C (-0.66, -0.55, -4.16)
C (-0.75, 0.51, -3.06)
O (-1.93, 0.97, -2.90)
O (0.30, 0.90, -2.50)
H (0.33, -1.00, -4.17)
H (-0.85, -0.11, -5.14)
H (-1.30, -1.41, -4.03)

Properties
E_HOMO (alpha / beta) = -1.9 / -1.9 eV
Total charge = -2
2S+1 = 3
Electronic energy = -82672.0622 eV
LUMO level (alpha / beta) = 4.5 / 4.5 eV


C17H30F3HfNO3P2 as an isolated structure, computed with the ωB97M-V functional and the def2-TZVPD basis.

Element x y z (Å)
Hf (0.01, 0.07, -0.19)
P (-1.72, -1.70, 0.00)
P (1.73, 1.87, -0.34)
N (1.28, -1.18, -0.24)
H (-3.41, 1.41, -0.57)
C (-2.63, -2.23, -1.54)
H (-3.37, -3.03, -1.35)
H (-1.89, -2.59, -2.28)
H (-3.14, -1.36, -1.98)
C (-3.14, -1.36, 1.14)
H (-3.92, -2.14, 1.08)
H (-3.58, -0.38, 0.89)
H (-2.75, -1.32, 2.17)
C (-1.06, -3.31, 0.62)
H (-1.87, -4.02, 0.84)
H (-0.48, -3.11, 1.53)
H (-0.38, -3.73, -0.14)
C (2.10, 2.63, -2.00)
H (2.91, 3.37, -1.95)
H (1.19, 3.11, -2.39)
H (2.38, 1.82, -2.70)
C (1.43, 3.38, 0.68)
H (2.21, 4.15, 0.53)
H (1.41, 3.08, 1.75)
H (0.44, 3.80, 0.42)
C (3.40, 1.31, 0.21)
H (4.12, 2.15, 0.25)
H (3.76, 0.54, -0.49)
H (3.29, 0.86, 1.21)
C (2.22, -2.18, -0.28)
C (3.52, -3.85, -1.50)
C (2.57, -2.83, -1.49)
C (2.86, -2.59, 0.92)
C (3.81, -3.62, 0.90)
C (4.15, -4.25, -0.31)
H (3.78, -4.34, -2.44)
H (2.07, -2.51, -2.41)
H (2.58, -2.09, 1.86)
H (4.29, -3.92, 1.84)
H (4.89, -5.05, -0.32)
C (-2.56, 2.01, -0.95)
O (-1.37, 1.33, -0.66)
C (-2.71, 2.15, -2.48)
H (-3.12, 3.15, -2.73)
H (-3.39, 1.38, -2.88)
H (-1.73, 2.05, -2.97)
C (-2.56, 3.37, -0.24)
H (-2.12, 4.15, -0.88)
H (-1.98, 3.31, 0.70)
H (-3.59, 3.66, 0.02)
F (-1.98, 2.79, 3.35)
C (-2.00, 1.46, 2.97)
F (-2.82, 0.76, 3.83)
F (-2.51, 1.37, 1.72)
C (-0.63, 0.90, 3.03)
O (-0.06, 0.90, 4.21)
O (0.09, 0.41, 2.02)

Properties
E_HOMO = -7.2 eV
2S+1 = 1
Electronic energy = -53786.6575 eV
LUMO level = 0.0 eV


A 3-piece molecular cluster, C17H30IN2O7 overall, computed with the ωB97M-V functional and the def2-TZVPD basis.

Element x y z (Å)
N (3.60, 2.66, 2.70)
C (4.16, 1.56, 1.90)
C (3.80, 1.61, 0.39)
O (3.80, 2.99, 0.04)
C (2.39, 1.02, 0.01)
C (1.94, -0.19, 0.79)
C (2.80, -1.30, 1.03)
C (2.39, -2.41, 1.71)
N (1.12, -2.46, 2.17)
C (0.26, -1.46, 1.98)
C (0.61, -0.31, 1.29)
C (-0.50, 0.72, 1.11)
C (-1.09, 1.28, 2.43)
C (-0.24, 2.44, 3.03)
I (-0.93, 2.87, 5.01)
H (4.19, 2.74, 3.53)
H (2.71, 2.34, 3.08)
H (5.26, 1.65, 1.96)
H (3.92, 0.60, 2.40)
H (4.58, 1.14, -0.23)
H (3.06, 3.19, -0.56)
H (2.47, 0.69, -1.05)
H (1.61, 1.80, 0.01)
H (3.82, -1.24, 0.66)
H (3.08, -3.23, 1.88)
H (0.86, -3.31, 2.66)
H (-0.76, -1.60, 2.37)
H (-0.24, 1.56, 0.45)
H (-1.33, 0.19, 0.61)
H (-2.06, 1.73, 2.16)
H (-1.32, 0.50, 3.18)
H (-0.34, 3.33, 2.39)
H (0.81, 2.14, 2.98)
C (1.08, 1.15, -6.63)
O (0.00, 1.07, -5.71)
C (0.26, 0.35, -4.62)
O (1.30, -0.20, -4.36)
O (-0.84, 0.35, -3.84)
C (-0.69, -0.38, -2.64)
H (0.74, 1.75, -7.47)
H (1.94, 1.64, -6.17)
H (1.36, 0.17, -7.00)
H (0.11, 0.05, -2.02)
H (-0.48, -1.43, -2.85)
H (-1.62, -0.32, -2.09)
C (-4.67, -2.80, -2.16)
O (-4.20, -2.01, -1.05)
C (-4.80, -2.29, 0.11)
O (-5.66, -3.10, 0.28)
O (-4.27, -1.49, 1.05)
C (-4.83, -1.68, 2.35)
H (-4.11, -2.48, -3.04)
H (-4.48, -3.85, -1.99)
H (-5.72, -2.61, -2.34)
H (-4.65, -2.69, 2.70)
H (-5.89, -1.45, 2.35)
H (-4.32, -0.98, 3.02)

Properties
E_HOMO = -12.0 eV
Total charge = +1
2S+1 = 1
Electronic energy = -43522.2209 eV
LUMO level = -4.3 eV


A 3-piece molecular cluster, C17H30N2O5S overall, computed with the ωB97M-V functional and the def2-TZVPD basis.

Element x y z (Å)
N (-2.55, -2.99, 3.37)
C (-2.72, -2.76, 1.92)
C (-1.76, -3.64, 1.15)
C (-1.82, -3.48, -0.39)
C (-0.56, -2.86, -1.02)
C (-0.75, -1.46, -1.62)
C (-1.35, -0.44, -0.65)
C (-2.88, -0.33, -0.84)
C (-3.14, 1.08, -1.31)
O (-4.18, 1.71, -1.25)
N (-1.91, 1.58, -1.81)
C (-0.96, 1.04, -0.81)
S (0.72, 1.58, -1.18)
H (-1.58, -3.18, 3.56)
H (-2.80, -2.16, 3.89)
H (-2.52, -1.71, 1.70)
H (-3.75, -3.01, 1.67)
H (-0.75, -3.44, 1.51)
H (-1.99, -4.67, 1.41)
H (-2.73, -2.97, -0.68)
H (-1.91, -4.49, -0.79)
H (-0.24, -3.51, -1.83)
H (0.26, -2.86, -0.31)
H (-1.39, -1.55, -2.50)
H (0.21, -1.09, -1.99)
H (-1.07, -0.74, 0.36)
H (-3.47, -0.55, 0.05)
H (-3.25, -0.99, -1.62)
H (-1.94, 2.59, -1.74)
H (-1.27, 1.48, 0.15)
H (1.37, 1.18, -0.07)
O (2.46, -3.20, -0.51)
C (3.29, -2.52, -1.04)
C (3.03, -1.32, -1.92)
C (4.37, -1.09, -2.61)
C (5.34, -1.65, -1.57)
O (4.62, -2.71, -0.91)
H (2.74, -0.49, -1.27)
H (2.22, -1.52, -2.62)
H (4.58, -0.06, -2.87)
H (4.42, -1.69, -3.52)
H (5.62, -0.91, -0.82)
H (6.24, -2.07, -2.01)
O (1.98, 3.14, 2.06)
C (1.21, 4.06, 2.11)
C (0.38, 4.63, 0.98)
C (-0.05, 5.98, 1.53)
C (-0.07, 5.72, 3.03)
O (0.96, 4.73, 3.25)
H (-0.47, 3.96, 0.81)
H (0.97, 4.70, 0.07)
H (-1.01, 6.34, 1.16)
H (0.70, 6.74, 1.30)
H (-1.02, 5.30, 3.37)
H (0.16, 6.60, 3.63)

Properties
E_HOMO = -9.2 eV
SMILES = NCCCCC[C@@H]1CC(=O)N[C@@H]1S.O=C1CCCO1.O=C1CCCO1
2S+1 = 1
Electronic energy = -42168.9716 eV
LUMO level = 0.3 eV


C17H31AsBN3O11S6TcTe as an isolated structure, computed with the ωB97M-V functional and the def2-TZVPD basis.

Element x y z (Å)
Tc (1.32, 1.44, 1.54)
S (-1.77, 2.25, -3.07)
As (-2.21, 3.63, -1.56)
S (2.53, 2.37, -1.53)
S (0.97, 1.35, -0.59)
S (-3.73, 2.90, -0.30)
C (3.15, -2.27, -3.66)
C (3.83, -1.24, -2.77)
C (4.47, -1.93, -1.57)
O (2.81, -0.35, -2.26)
B (3.35, 0.91, -2.23)
O (4.58, 0.99, -2.82)
C (4.79, -0.26, -3.52)
C (4.40, -0.03, -4.97)
C (6.26, -0.62, -3.41)
H (2.46, -2.86, -3.05)
H (3.88, -2.94, -4.10)
H (2.57, -1.79, -4.45)
H (3.69, -2.45, -1.01)
H (4.93, -1.20, -0.90)
H (5.23, -2.65, -1.89)
H (3.36, 0.27, -5.05)
H (4.57, -0.92, -5.58)
H (5.02, 0.78, -5.37)
H (6.59, -0.64, -2.38)
H (6.85, 0.12, -3.95)
H (6.45, -1.60, -3.86)
C (3.02, 4.26, 3.71)
S (1.68, 4.11, 2.58)
O (2.21, 3.76, 1.27)
O (0.87, 5.28, 2.70)
O (0.95, 2.85, 3.03)
H (3.61, 5.12, 3.41)
H (3.62, 3.34, 3.65)
H (2.62, 4.40, 4.71)
C (0.13, -1.66, 4.09)
O (0.66, -0.46, 3.52)
C (0.83, -0.49, 2.17)
O (0.61, -1.48, 1.53)
H (-0.04, -1.44, 5.14)
H (0.84, -2.48, 3.99)
H (-0.80, -1.94, 3.61)
Te (3.52, 0.44, 1.84)
C (-6.37, -2.47, -2.06)
C (-5.25, -1.99, -1.15)
S (-5.74, -2.18, 0.55)
O (-5.80, -3.59, 0.84)
O (-6.90, -1.35, 0.79)
C (-4.37, -1.50, 1.46)
C (-4.25, 0.00, 1.28)
N (-2.98, 0.49, 1.81)
C (-1.83, 0.56, 1.11)
N (-0.91, 1.25, 1.79)
C (-1.49, 1.65, 2.96)
C (-2.76, 1.19, 2.98)
N (-3.67, 1.27, 4.07)
O (-3.42, 2.07, 4.95)
O (-4.67, 0.56, 4.04)
C (-1.68, -0.08, -0.22)
H (-6.08, -2.34, -3.10)
H (-7.28, -1.90, -1.89)
H (-6.58, -3.53, -1.89)
H (-5.04, -0.93, -1.32)
H (-4.34, -2.57, -1.28)
H (-3.48, -2.03, 1.12)
H (-4.56, -1.77, 2.50)
H (-5.06, 0.52, 1.78)
H (-4.27, 0.32, 0.23)
H (-0.96, 2.21, 3.71)
H (-2.52, -0.75, -0.42)
H (-0.76, -0.67, -0.24)
H (-1.66, 0.67, -1.01)

Properties
E_HOMO (alpha / beta) = -4.7 / -4.7 eV
Total charge = -1
2S+1 = 1
Electronic energy = -181147.2224 eV
LUMO level (alpha / beta) = 0.4 / 0.3 eV